No. 1
Here is C12H14O4SSe2Sn as an isolated structure from OMol25. Energies are from wB97M-V/def2-TZVPD.

Its net charge is 0. The molar mass comes out at 530.9 u. The frontier orbital gap is 7.7514 eV.

CARTESIAN COORDINATES (ANGSTROEM)
Sn -0.73 1.90 -1.36
O -1.41 -2.66 -1.33
C -0.59 -1.77 -1.39
O -0.38 -0.98 -0.32
C 0.27 -1.54 -2.58
C 0.17 -2.54 -3.55
C 0.94 -2.53 -4.70
C 1.84 -1.49 -4.89
C 1.95 -0.49 -3.94
C 1.18 -0.48 -2.78
S 1.50 0.87 -1.69
H -0.53 -3.35 -3.37
H 0.84 -3.32 -5.43
H 2.46 -1.46 -5.78
H 2.65 0.33 -4.09
O -2.14 1.14 0.69
C -1.90 1.44 2.07
C -0.49 1.05 2.47
C -0.38 1.39 3.97
O 0.91 1.18 4.52
C 0.63 1.85 1.73
Se 0.14 3.38 0.56
C -0.25 -0.48 2.36
Se -1.23 -1.67 1.18
H -3.02 1.43 0.45
H -2.62 0.90 2.69
H -2.03 2.52 2.24
H -1.13 0.82 4.53
H -0.59 2.45 4.11
H 1.12 0.24 4.50
H 1.26 1.19 1.14
H 1.26 2.33 2.47
H -0.49 -0.96 3.32
H 0.80 -0.69 2.16

***

No. 2
Here is a 8-piece molecular cluster, C35H91N5O11 overall in a non-equilibrium geometry from OMol25. Energies are from wB97M-V/def2-TZVPD.

The calculation puts the relative energy (zero: lowest compared OMol25 entry of this formula, charge and spin) at 406.7 kJ/mol. Its net charge is 0. Its structure (SMILES) is COC[C@H](C)N.COC[C@H](C)N.COCCNCCOC.COCCNCCOC.COCCNCCOC.CC(C)O.CC(C)O.CC(C)O. The molar mass comes out at 758.1 u. The frontier orbital gap is 8.5811 eV.

CARTESIAN COORDINATES (ANGSTROEM)
C 0.36 6.91 3.16
O 0.55 5.48 3.35
C -0.24 4.73 4.21
C -1.64 4.43 3.71
C -2.36 3.48 4.70
N -1.62 3.81 2.43
H 0.68 7.16 2.14
H 0.91 7.53 3.86
H -0.69 7.22 3.14
H 0.36 3.84 4.39
H -0.25 5.12 5.23
H -2.32 5.28 3.69
H -2.62 3.98 5.63
H -1.71 2.61 4.85
H -3.33 3.21 4.28
H -1.09 4.31 1.72
H -1.15 2.91 2.47
C 5.36 3.28 -1.93
O 4.17 3.76 -2.58
C 4.07 5.21 -2.58
C 2.66 5.62 -3.10
C 2.55 7.03 -3.50
N 1.68 5.32 -2.07
H 6.31 3.66 -2.32
H 5.38 2.19 -1.97
H 5.27 3.67 -0.92
H 4.34 5.72 -1.65
H 4.76 5.53 -3.36
H 2.47 4.97 -3.96
H 1.55 7.14 -3.91
H 3.29 7.24 -4.27
H 2.68 7.63 -2.60
H 1.34 4.37 -2.13
H 2.20 5.26 -1.21
C 4.89 -5.75 -0.38
O 6.24 -5.33 -0.07
C 6.90 -4.32 -0.90
C 8.33 -4.14 -0.25
N 8.15 -3.62 1.11
C 9.36 -3.63 1.95
C 9.04 -2.89 3.34
O 10.09 -3.17 4.21
C 11.27 -2.34 4.12
H 4.35 -6.12 0.49
H 4.84 -6.53 -1.14
H 4.40 -4.90 -0.85
H 6.33 -3.39 -0.86
H 6.98 -4.49 -1.97
H 8.93 -3.54 -0.93
H 8.74 -5.14 -0.32
H 7.53 -4.30 1.52
H 10.12 -3.06 1.43
H 9.68 -4.67 1.99
H 8.15 -3.31 3.80
H 8.72 -1.85 3.36
H 11.11 -1.63 4.93
H 11.34 -1.69 3.25
H 12.20 -2.88 4.29
C 2.03 -3.94 3.22
O 1.87 -5.25 3.76
C 2.67 -5.38 4.94
C 3.09 -6.84 5.14
N 1.99 -7.80 5.39
C 1.27 -7.48 6.62
C 0.37 -8.61 7.13
O -0.69 -8.92 6.17
C -0.48 -9.99 5.33
H 1.29 -3.91 2.42
H 3.05 -3.75 2.89
H 1.80 -3.18 3.97
H 2.15 -4.98 5.81
H 3.56 -4.75 4.88
H 3.76 -6.90 5.99
H 3.72 -7.15 4.31
H 1.30 -7.40 4.76
H 0.67 -6.59 6.40
H 1.94 -7.25 7.45
H -0.08 -8.31 8.07
H 0.94 -9.42 7.58
H -0.37 -10.96 5.82
H 0.44 -9.94 4.74
H -1.30 -10.01 4.61
C -5.01 10.62 0.35
O -4.05 10.55 -0.71
C -4.42 9.42 -1.49
C -3.90 8.13 -0.96
N -4.45 6.87 -1.51
C -4.29 6.30 -2.79
C -4.69 7.17 -4.06
O -6.06 7.57 -4.04
C -6.96 6.60 -4.60
H -5.97 10.95 -0.03
H -4.67 11.29 1.14
H -5.24 9.72 0.93
H -4.10 9.62 -2.52
H -5.50 9.41 -1.58
H -4.06 8.06 0.11
H -2.81 8.19 -0.99
H -4.38 6.13 -0.82
H -4.85 5.37 -2.77
H -3.24 6.11 -2.99
H -4.33 6.77 -5.01
H -4.24 8.16 -4.13
H -7.92 6.97 -4.95
H -6.89 5.63 -4.11
H -6.58 6.34 -5.59
C -6.85 -3.63 -8.09
C -6.37 -4.80 -7.17
C -7.48 -5.34 -6.25
O -5.82 -5.82 -7.93
H -7.66 -3.74 -8.81
H -6.04 -3.22 -8.70
H -7.12 -2.85 -7.38
H -5.51 -4.49 -6.58
H -7.61 -4.68 -5.39
H -7.13 -6.30 -5.85
H -8.43 -5.53 -6.74
H -5.40 -6.40 -7.29
C -5.12 -4.14 0.09
C -4.98 -3.01 1.10
C -3.60 -2.88 1.69
O -5.12 -1.72 0.42
H -6.09 -4.08 -0.40
H -5.24 -5.10 0.58
H -4.26 -4.32 -0.55
H -5.73 -3.01 1.89
H -3.49 -3.47 2.60
H -3.33 -1.89 2.04
H -2.93 -3.29 0.94
H -6.07 -1.57 0.45
C -2.70 0.14 -4.88
C -1.84 -0.61 -3.75
C -0.49 -0.96 -4.32
O -1.72 0.15 -2.57
H -2.79 -0.36 -5.85
H -2.26 1.09 -5.19
H -3.73 0.39 -4.65
H -2.32 -1.55 -3.47
H 0.10 -0.04 -4.38
H -0.46 -1.44 -5.30
H 0.04 -1.57 -3.59
H -2.49 -0.08 -2.04

***

No. 3
Here is a 2-piece molecular cluster, C3H9NO overall in a non-equilibrium geometry from OMol25. Energies are from wB97M-V/def2-TZVPD.

The calculation puts the relative energy (zero: lowest compared OMol25 entry of this formula, charge and spin) at 184.9 kJ/mol. Its net charge is 0. Its structure (SMILES) is C=N.CCO. The molar mass comes out at 75.1 u. The frontier orbital gap is 11.0451 eV.

CARTESIAN COORDINATES (ANGSTROEM)
C 2.00 -0.59 1.42
N 1.70 -1.76 1.08
H 1.19 0.12 1.59
H 2.98 -0.25 1.79
H 2.45 -2.44 1.18
C -1.27 1.21 -1.51
C -1.06 0.42 -0.23
O -1.77 -0.79 -0.25
H -2.26 1.57 -1.77
H -0.59 2.08 -1.52
H -0.91 0.57 -2.33
H -1.30 1.07 0.63
H 0.01 0.30 -0.10
H -1.17 -1.50 0.03

***

No. 4
Here is one molecule with the formula C4H2O2 in a non-equilibrium geometry from OMol25. Energies are from wB97M-V/def2-TZVPD.

The calculation puts the relative energy (zero: lowest compared OMol25 entry of this formula, charge and spin) at 376.3 kJ/mol. Its net charge is 0. The molar mass comes out at 82.1 u. The frontier orbital gap is 9.3226 eV.

CARTESIAN COORDINATES (ANGSTROEM)
O 0.53 0.06 1.13
C 1.69 -0.47 0.76
C -0.35 -0.16 -1.27
O 0.06 -0.57 -2.31
C -0.31 0.14 0.07
C -1.52 0.51 -0.33
H 2.25 -0.46 1.72
H -2.36 0.96 0.23